Entry 1:
{
  "formula": "H3NO3P3",
  "method": "ωB97M-V/def2-TZVPD",
  "species": ["N", "O", "O", "O", "P", "P", "P", "H", "H", "H"],
  "xyz": [[1.878, 0.161, -0.207], [-2.416, 1.208, -0.960], [-3.646, -0.358, 0.732], [-0.873, -0.553, 0.266], [2.938, -1.137, 0.042], [0.329, 0.414, 0.765], [-2.589, -0.123, -0.344], [2.091, -2.069, 0.746], [2.278, 0.903, -0.819], [0.008, 1.554, -0.222]],
  "lowdin_spin": [0.258, 0.179, 0.220, 0.119, 0.664, 0.046, 0.449, 0.063, -0.002, 0.005],
  "gap_ev": [7.69, 8.23],
  "homo_ha": [-0.1393, -0.2016],
  "charge": -1,
  "spin_multiplicity": 3,
  "lumo_ha": [0.14343, 0.10074]
}



Entry 2:
{
  "formula": "H3NO3PS",
  "method": "ωB97M-V/def2-TZVPD",
  "species": ["N", "O", "O", "O", "P", "S", "H", "H", "H"],
  "xyz": [[0.203, -0.704, 2.393], [-1.142, 2.021, -1.410], [0.588, 1.273, -3.002], [0.146, -0.189, -0.492], [0.676, -1.558, 1.155], [-0.598, 0.892, -2.188], [0.959, -0.038, 2.795], [-0.129, 0.558, -0.007], [-0.702, -2.257, 0.756]],
  "nbo_charge": [-1.284, -0.964, -0.942, -1.063, 0.907, 1.661, 0.350, 0.461, -0.126],
  "gap_ev": 8.09,
  "homo_ha": -0.1579,
  "e_above_lowest_kj_mol": 166.98,
  "charge": -1,
  "spin_multiplicity": 1,
  "lumo_ha": 0.13935
}



Entry 3:
{
  "formula": "H3NOP",
  "method": "ωB97M-V/def2-TZVPD",
  "species": ["N", "O", "P", "H", "H", "H"],
  "xyz": [[0.635, 0.773, -0.251], [1.013, -0.530, 0.359], [-0.575, -0.490, -0.329], [-1.051, -1.307, 0.885], [1.319, 0.961, -1.032], [-1.340, 0.593, 0.368]],
  "nbo_charge": [-0.745, -0.758, 0.603, -0.229, 0.286, -0.157],
  "gap_ev": 7.72,
  "homo_ha": -0.0914,
  "e_above_lowest_kj_mol": 395.90,
  "charge": -1,
  "spin_multiplicity": 1,
  "lumo_ha": 0.19233
}



Entry 4:
{
  "formula": "H3NOPS",
  "method": "ωB97M-V/def2-TZVPD",
  "species": ["N", "O", "P", "S", "H", "H", "H"],
  "xyz": [[0.089, 1.837, 1.909], [0.828, -1.313, -2.292], [0.305, -1.046, -0.863], [0.902, 1.469, 0.624], [-0.974, 1.925, 1.563], [-0.122, -2.242, 0.037], [-1.028, -0.630, -0.977]],
  "nbo_charge": [-0.944, -1.158, 0.860, 0.267, 0.297, -0.168, -0.154],
  "gap_ev": 6.50,
  "homo_ha": -0.1081,
  "e_above_lowest_kj_mol": 188.45,
  "charge": -1,
  "spin_multiplicity": 1,
  "lumo_ha": 0.13087
}



Entry 5:
{
  "formula": "H3NOPS",
  "method": "ωB97M-V/def2-TZVPD",
  "species": ["N", "O", "P", "S", "H", "H", "H"],
  "xyz": [[-0.286, 1.709, 0.463], [-0.173, -0.962, -1.520], [0.431, -1.165, -0.140], [1.222, 1.439, 0.897], [-0.297, 1.739, -0.604], [-0.205, -2.371, 0.268], [-0.692, -0.390, 0.636]],
  "nbo_charge": [-0.823, -1.199, 0.800, 0.196, 0.336, -0.171, -0.140],
  "gap_ev": [6.36, 6.36],
  "homo_ha": [-0.1168, -0.1169],
  "e_above_lowest_kj_mol": 237.61,
  "charge": -1,
  "spin_multiplicity": 1,
  "lumo_ha": [0.11691, 0.11703]
}



Entry 6:
{
  "formula": "H3NOPS",
  "method": "ωB97M-V/def2-TZVPD",
  "species": ["N", "O", "P", "S", "H", "H", "H"],
  "xyz": [[-1.096, -1.261, -1.777], [-0.679, -2.023, -2.658], [1.516, 1.121, 1.601], [0.011, 0.662, 2.830], [-0.482, -0.340, -1.557], [0.879, 0.730, 0.414], [1.121, 2.434, 1.194]],
  "lowdin_spin": [0.998, 0.886, 0.003, 0.005, 0.107, 0.000, 0.000],
  "gap_ev": [6.57, 4.10],
  "homo_ha": [-0.0928, -0.0923],
  "e_above_lowest_kj_mol": 25.31,
  "charge": -1,
  "spin_multiplicity": 3,
  "lumo_ha": [0.14863, 0.05831]
}



Calculated total energy values, unit eV, following the record order: -35549.3215, -27805.2659, -12871.9804, -23709.0670, -23708.5574, -23707.6404.